Record 1
{
  "formula": "C45H31Br2N6O7Y",
  "method": "ωB97M-V with the def2-TZVPD basis set",
  "elements": ["Y", "O", "C", "C", "C", "C", "C", "C", "C", "O", "N", "N", "C", "C", "C", "C", "C", "C", "C", "O", "H", "H", "H", "H", "H", "H", "H", "H", "H", "H", "O", "C", "C", "C", "C", "C", "C", "C", "O", "N", "N", "C", "C", "Br", "C", "C", "C", "C", "C", "C", "C", "H", "H", "H", "H", "H", "H", "H", "H", "H", "H", "H", "H", "H", "H", "Br", "C", "C", "C", "C", "C", "N", "C", "O", "O", "H", "H", "H", "N", "C", "C", "C", "C", "C", "C", "C", "C", "C", "H", "H", "H", "H"],
  "positions_angstrom": [[-0.398, 1.532, 1.632], [2.484, -0.208, -1.453], [3.661, 0.018, -0.927], [4.819, -0.534, -1.545], [6.116, -0.389, -1.046], [6.293, 0.250, 0.181], [5.170, 0.841, 0.776], [3.883, 0.691, 0.277], [2.715, 1.408, 0.964], [1.542, 1.023, 0.555], [2.874, 2.353, 1.856], [1.584, 2.831, 2.131], [1.586, 3.900, 2.889], [0.429, 4.630, 3.302], [0.687, 5.639, 4.326], [-0.329, 6.450, 4.703], [-1.555, 6.487, 4.008], [-1.776, 5.614, 3.001], [-0.844, 4.556, 2.678], [-1.135, 3.636, 1.814], [1.820, 0.201, -0.875], [4.716, -0.935, -2.527], [6.941, -0.816, -1.573], [7.320, 0.435, 0.552], [5.239, 1.320, 1.755], [2.544, 4.159, 3.367], [1.679, 5.682, 4.811], [-0.182, 7.050, 5.646], [-2.339, 7.134, 4.263], [-2.680, 5.779, 2.465], [-2.264, -2.534, 2.347], [-1.472, -3.472, 1.909], [-1.730, -4.806, 2.207], [-0.859, -5.807, 1.786], [0.239, -5.587, 0.942], [0.445, -4.296, 0.590], [-0.377, -3.211, 1.007], [0.096, -1.800, 0.623], [-0.409, -0.784, 1.393], [-0.425, -1.580, -0.770], [-0.221, -2.502, -1.710], [-0.583, -2.366, -2.932], [-0.337, -3.339, -3.931], [-1.508, -2.979, -5.472], [0.483, -4.430, -3.979], [1.532, -4.694, -2.970], [2.534, -3.729, -2.634], [3.553, -4.109, -1.765], [3.690, -5.444, -1.388], [2.777, -6.384, -1.779], [1.719, -5.959, -2.571], [-1.751, -1.659, 2.293], [-2.569, -5.059, 2.880], [-1.008, -6.819, 2.221], [0.830, -6.408, 0.655], [1.251, -3.978, -0.044], [1.218, -1.741, 0.554], [-0.866, -0.690, -1.009], [-1.215, -1.514, -3.256], [0.416, -5.109, -4.816], [2.356, -2.695, -2.922], [4.374, -3.390, -1.511], [4.536, -5.761, -0.731], [2.827, -7.406, -1.502], [0.955, -6.649, -2.976], [-4.035, 0.813, 0.123], [-4.130, 1.241, 1.947], [-5.383, 1.676, 2.477], [-5.405, 1.871, 3.857], [-4.245, 1.793, 4.635], [-3.072, 1.482, 3.934], [-3.023, 1.248, 2.627], [-1.699, 1.431, 4.666], [-1.716, 1.506, 5.849], [-0.717, 1.378, 3.855], [-6.331, 1.696, 1.941], [-6.317, 2.184, 4.325], [-4.221, 1.866, 5.668], [-3.517, 3.427, -8.279], [-3.056, 3.314, -7.251], [-2.593, 2.967, -5.933], [-3.185, 3.653, -4.893], [-2.785, 3.424, -3.559], [-1.831, 2.453, -3.314], [-1.241, 1.778, -4.374], [-1.597, 2.040, -5.727], [-1.293, 2.143, -2.008], [-0.995, 1.686, -0.885], [-3.970, 4.384, -5.103], [-3.281, 3.886, -2.689], [-0.511, 0.987, -4.145], [-0.951, 1.625, -6.490]],
  "forces_ev_per_angstrom": [[0.0, -1.0, -0.9], [-0.3, -0.5, -1.4], [2.3, -0.8, 0.5], [0.1, 0.8, 0.0], [-1.5, 0.1, 0.8], [0.2, 0.9, -0.1], [0.6, -0.7, 0.7], [-0.8, 1.5, 0.9], [0.0, -0.8, -0.6], [0.7, -0.2, -0.1], [-0.2, -0.5, -0.7], [0.4, 2.0, 1.5], [0.2, -2.2, -0.2], [0.6, 1.8, 1.0], [-0.2, -1.7, -1.3], [-0.1, 1.6, 2.2], [1.6, -0.9, 0.4], [0.5, -0.8, -0.4], [-0.2, 0.2, -0.4], [-0.1, 0.5, 0.3], [-0.7, 0.5, 0.7], [-0.3, -0.6, -0.5], [0.4, -0.2, -0.3], [-0.8, -0.3, 0.0], [0.1, 0.1, -0.4], [-0.2, 0.2, -0.5], [-0.7, -0.1, -0.3], [-0.2, -0.3, -1.2], [-0.8, 1.1, 0.5], [-0.6, -0.6, -0.6], [-0.5, 2.4, 1.1], [2.1, -0.9, -2.6], [0.0, -0.6, 0.7], [-0.2, -1.0, 0.5], [-1.9, -0.1, 1.4], [-0.4, 2.6, -0.2], [0.7, -1.0, 1.4], [-0.7, 0.5, -0.3], [-0.4, -0.2, 0.4], [0.0, -1.1, -1.7], [0.6, 0.6, 1.5], [-1.2, 2.0, 0.5], [0.6, -2.0, -1.1], [0.5, -0.4, 0.3], [-0.9, 1.9, 0.3], [1.2, 2.4, -1.0], [-1.1, -0.5, 0.9], [0.9, 0.9, -0.9], [1.2, -0.3, 1.3], [-0.6, 0.7, -0.4], [-1.0, -2.6, -0.2], [-0.4, -0.8, -0.5], [0.5, 0.2, -0.4], [-0.1, 0.6, -0.6], [0.9, -0.7, -0.4], [0.5, -0.3, -0.3], [-0.7, -0.3, 0.1], [0.1, 0.1, 0.2], [0.5, -0.2, 0.3], [-0.1, 0.0, 0.0], [0.4, -0.1, 0.0], [-1.1, -0.6, -0.1], [-0.7, 0.4, -0.6], [0.3, -0.8, 0.3], [0.6, -0.1, 0.6], [-0.1, -0.2, -0.3], [-2.1, 1.2, -0.1], [0.9, -1.1, 0.8], [0.6, 0.6, -0.1], [0.3, -0.9, -3.1], [0.2, 0.3, 1.2], [0.4, -0.4, -0.2], [-0.6, 0.3, -3.2], [0.2, 0.0, 3.1], [0.3, -0.2, 0.3], [0.6, 0.0, -0.3], [-0.5, 0.0, 0.2], [0.1, 0.4, 1.7], [-0.9, 0.6, -2.3], [0.9, -1.1, 2.0], [-0.2, 0.9, -1.1], [-0.3, 0.4, 2.1], [-1.2, 0.3, -0.7], [1.5, -0.4, 1.2], [0.0, -0.7, -2.2], [1.4, -0.4, 2.4], [-0.5, -0.8, 1.4], [-0.4, 1.1, -1.4], [0.3, -0.3, 0.0], [0.4, 0.0, -0.7], [-0.2, 0.6, -0.2], [-0.6, -0.2, -0.3]],
  "orbital_gap_ev": 6.8,
  "total_charge": -2,
  "de_lowest_kj_mol": 13.6,
  "multiplicity": 1,
  "homo_ev": -2.927
}



Record 2
{
  "formula": "C45H31Cl2F10IN5O2PSY",
  "method": "ωB97M-V with the def2-TZVPD basis set",
  "elements": ["Y", "C", "N", "C", "C", "N", "C", "C", "F", "C", "F", "C", "F", "C", "F", "C", "F", "C", "C", "N", "C", "C", "F", "C", "F", "C", "F", "C", "F", "C", "F", "H", "H", "H", "H", "H", "H", "H", "H", "H", "H", "H", "O", "C", "O", "C", "C", "C", "C", "C", "C", "P", "C", "C", "C", "C", "C", "C", "C", "C", "C", "C", "C", "C", "H", "H", "H", "H", "H", "H", "H", "H", "H", "H", "H", "H", "H", "H", "Cl", "C", "C", "C", "C", "C", "Cl", "C", "S", "H", "H", "H", "I", "C", "C", "N", "N", "C", "H", "H", "H"],
  "positions_angstrom": [[-0.336, 0.679, 1.013], [-3.535, 1.300, 2.005], [-2.204, 1.428, 2.621], [-2.206, 0.740, 3.932], [-0.890, 0.039, 4.264], [0.226, 0.563, 3.481], [1.342, 0.914, 4.162], [2.524, 1.096, 3.416], [2.409, 0.904, 2.087], [3.756, 1.441, 3.908], [4.799, 1.571, 3.076], [3.920, 1.644, 5.268], [5.115, 1.979, 5.788], [2.803, 1.509, 6.062], [2.910, 1.735, 7.380], [1.563, 1.171, 5.541], [0.558, 1.166, 6.451], [-1.880, 2.848, 2.847], [-1.645, 3.632, 1.579], [-0.635, 2.988, 0.743], [-0.013, 3.777, -0.191], [0.333, 3.212, -1.434], [-0.004, 1.925, -1.653], [1.014, 3.855, -2.439], [1.313, 3.202, -3.571], [1.370, 5.184, -2.287], [2.031, 5.842, -3.251], [1.029, 5.808, -1.105], [1.376, 7.087, -0.914], [0.360, 5.130, -0.096], [0.154, 5.834, 1.035], [-4.299, 1.743, 2.660], [-3.556, 1.793, 1.036], [-3.756, 0.243, 1.862], [-2.457, 1.487, 4.696], [-3.004, -0.002, 3.929], [-0.739, 0.097, 5.334], [-1.015, -1.019, 4.027], [-2.701, 3.334, 3.399], [-0.978, 2.884, 3.461], [-2.579, 3.711, 1.005], [-1.379, 4.643, 1.884], [-3.140, 2.034, -1.148], [-2.598, 0.958, -1.352], [-1.904, 0.259, -0.523], [-2.737, 0.307, -2.719], [-3.837, 0.695, -3.481], [-4.094, 0.113, -4.709], [-3.232, -0.858, -5.201], [-2.121, -1.226, -4.462], [-1.852, -0.655, -3.218], [-0.394, -1.242, -2.249], [0.759, -1.601, -3.654], [1.087, -0.475, -4.424], [2.072, -0.526, -5.395], [2.768, -1.709, -5.619], [2.454, -2.831, -4.869], [1.461, -2.777, -3.896], [-0.988, -2.885, -1.703], [-0.094, -3.811, -1.166], [-0.542, -5.001, -0.612], [-1.900, -5.279, -0.569], [-2.800, -4.356, -1.080], [-2.350, -3.171, -1.638], [-4.482, 1.461, -3.072], [-4.964, 0.412, -5.281], [-3.425, -1.331, -6.156], [-1.447, -1.977, -4.858], [0.570, 0.463, -4.248], [2.300, 0.363, -5.970], [3.548, -1.752, -6.369], [2.980, -3.763, -5.040], [1.222, -3.679, -3.349], [0.964, -3.584, -1.116], [0.173, -5.694, -0.185], [-2.254, -6.195, -0.114], [-3.865, -4.546, -1.020], [-3.072, -2.449, -1.997], [1.465, -1.598, 0.841], [0.856, -2.892, 1.863], [1.784, -3.844, 2.234], [1.367, -4.913, 3.012], [0.035, -4.985, 3.391], [-0.860, -4.009, 2.991], [-2.516, -4.204, 3.508], [-0.506, -2.906, 2.195], [-1.649, -1.731, 1.637], [2.813, -3.745, 1.916], [2.071, -5.673, 3.323], [-0.322, -5.798, 4.009], [5.649, 3.306, -1.564], [4.039, 2.072, -1.290], [3.622, 1.045, -2.107], [2.520, 0.538, -1.535], [2.181, 1.175, -0.408], [3.106, 2.105, -0.240], [4.011, 0.654, -3.031], [1.903, -0.173, -1.902], [3.072, 2.767, 0.609]],
  "forces_ev_per_angstrom": [[0.0, 0.2, 0.8], [0.0, 0.1, 0.0], [0.0, 0.0, -0.2], [-0.1, 0.0, 0.0], [0.0, -0.1, -0.1], [0.2, 0.1, 0.1], [-0.3, -0.1, -0.1], [0.0, 0.0, 0.1], [0.0, 0.1, -0.1], [0.0, 0.0, 0.0], [0.0, 0.0, 0.0], [0.0, 0.0, 0.0], [0.0, 0.0, 0.0], [-0.1, 0.0, -0.1], [0.0, 0.0, 0.0], [0.1, 0.0, 0.0], [0.0, 0.0, 0.0], [0.0, 0.1, -0.1], [-0.1, 0.0, -0.3], [0.5, 0.0, 0.1], [-0.3, -0.3, 0.0], [0.0, 0.0, 0.0], [-0.2, -0.1, -0.1], [0.0, 0.1, 0.1], [0.0, 0.0, -0.1], [0.0, -0.1, 0.0], [0.0, 0.0, 0.0], [-0.1, -0.1, 0.1], [0.0, 0.0, 0.0], [0.1, 0.1, 0.0], [0.0, 0.0, 0.1], [0.0, 0.0, 0.0], [0.0, 0.0, 0.0], [0.0, 0.0, 0.0], [0.0, 0.0, 0.0], [0.0, 0.0, 0.0], [0.0, 0.0, 0.0], [0.0, 0.0, 0.0], [0.0, -0.1, 0.1], [0.0, 0.0, 0.0], [0.0, 0.0, 0.0], [0.0, 0.0, 0.0], [0.0, 0.0, 0.1], [0.2, -0.3, -0.3], [-0.2, 0.3, 0.1], [-0.1, 0.1, 0.0], [0.0, 0.0, -0.1], [0.0, 0.0, 0.0], [0.0, 0.0, 0.0], [0.1, 0.0, -0.1], [0.0, 0.0, 0.2], [0.0, -0.2, -0.2], [0.0, 0.2, 0.0], [0.1, 0.0, 0.1], [0.0, 0.0, 0.0], [0.0, 0.0, 0.0], [0.0, 0.0, 0.0], [-0.1, -0.2, -0.1], [0.0, 0.0, 0.1], [0.1, 0.0, 0.1], [0.0, 0.0, 0.0], [0.0, 0.0, 0.0], [0.0, -0.1, 0.0], [0.0, 0.0, -0.1], [0.0, 0.0, 0.0], [0.0, 0.0, 0.0], [0.0, 0.0, 0.0], [0.0, 0.0, 0.0], [0.0, 0.0, 0.0], [0.0, 0.0, 0.0], [0.0, 0.0, 0.0], [0.0, 0.0, 0.0], [0.0, 0.0, 0.1], [0.0, 0.0, -0.1], [0.0, 0.0, 0.0], [0.0, 0.0, 0.0], [0.0, 0.0, 0.0], [0.0, 0.0, 0.0], [0.2, -0.2, 0.1], [0.2, 0.2, -0.2], [-0.1, -0.1, 0.1], [0.0, 0.0, 0.0], [0.0, 0.0, 0.0], [-0.2, -0.1, 0.1], [0.1, 0.1, -0.1], [-0.1, 0.1, 0.0], [0.1, -0.3, -0.2], [0.0, 0.0, 0.0], [0.0, 0.0, 0.0], [0.0, 0.0, 0.0], [0.1, 0.1, 0.0], [-0.2, -0.1, 0.1], [0.0, 0.0, 0.0], [0.0, 0.1, -0.1], [-0.1, -0.2, 0.0], [0.0, 0.1, 0.0], [0.0, 0.0, 0.0], [-0.1, -0.1, 0.0], [0.0, 0.0, 0.0]],
  "orbital_gap_ev": 6.7,
  "total_charge": -1,
  "de_lowest_kj_mol": 31.3,
  "multiplicity": 1,
  "homo_ev": -4.684
}



| no. | total energy (eV) |
| --- | --- |
| 1 | -211573.10376 |
| 2 | -140206.67999 |